Below is 2 unconnected molecules or ions with the total composition C7H11ClF3N2 in a non-equilibrium geometry, with properties calculated with wB97M-V/def2-TZVPD.

For the LUMO energy (alpha / beta), the calculation gives -5.590 / -3.388 eV. The charge is +1. The calculation puts the total energy at -1142.20640 Eh. For the HOMO-LUMO gap (alpha / beta), the calculation gives 5.530 / 9.496 eV.

XYZ file:
```
24
Properties=species:S:1:pos:R:3:lowdin_charge:R:1
C -0.05 -1.53 0.50 -0.09
C -1.39 -1.28 0.29 0.00
C -0.08 0.09 -1.06 -0.34
C 0.16 -0.14 -2.54 0.01
C -2.43 0.78 -0.09 -0.01
C 2.71 0.10 1.74 -0.60
C 1.57 1.06 1.67 -0.42
N 0.70 -0.65 -0.17 0.08
N -1.57 -0.21 -0.72 -0.10
F 2.29 -1.10 2.15 -0.01
F 1.46 2.07 0.91 0.20
F 0.49 0.92 2.43 0.15
Cl 3.56 0.81 3.19 0.70
H 0.39 -2.28 1.19 0.14
H -2.32 -1.82 0.52 0.14
H 0.06 1.14 -0.70 0.15
H 1.24 -0.01 -2.73 0.11
H -0.40 0.50 -3.15 0.07
H -0.11 -1.13 -2.86 0.09
H -2.24 1.79 -0.62 0.13
H -3.52 0.51 -0.17 0.13
H -2.00 1.01 0.97 0.14
H 3.38 -0.10 0.90 0.14
H -1.89 -0.54 -1.62 0.17
```

Below is a molecular structure, C7H11ClFI in a non-equilibrium geometry, with properties calculated with wB97M-V/def2-TZVPD.

For the LUMO energy, the calculation gives -0.188 eV. The calculation puts the total energy at -1130.80024 Eh. The energy above the lowest of the compared OMol25 structures with the same formula, charge and spin is 8.9 kJ/mol. For the HOMO-LUMO gap, the calculation gives 8.072 eV.

XYZ file:
```
21
Properties=species:S:1:pos:R:3:lowdin_charge:R:1
C 0.75 0.78 2.65 -0.13
C 0.44 -1.53 3.53 -1.08
C -1.10 -1.69 -0.11 -0.05
C 1.46 1.34 1.49 -0.20
C 0.25 -0.92 -0.29 -0.22
C 0.12 1.35 0.84 -0.22
C 0.06 0.56 -0.47 -0.19
F 0.36 1.83 3.46 -0.01
Cl 0.29 -1.29 5.18 0.48
I 2.46 -1.90 2.93 0.66
H -1.19 -1.74 0.91 0.03
H -2.01 -1.22 -0.53 0.09
H -1.01 -2.64 -0.43 0.03
H 1.89 2.33 1.75 0.13
H 2.32 0.79 1.05 0.12
H 0.78 -1.14 0.58 0.00
H 0.96 -1.42 -1.04 0.13
H -0.57 0.89 1.51 0.10
H -0.35 2.33 0.64 0.15
H 0.64 1.13 -1.17 0.12
H -0.94 0.66 -0.75 0.08
```

Below is a gas-phase ion, C7H11ClN3O2 (charge +1) in a non-equilibrium geometry, with properties calculated with wB97M-V/def2-TZVPD.

For the LUMO energy, the calculation gives -3.654 eV. The charge is +1. The calculation puts the total energy at -1047.91939 Eh. The energy above the lowest of the compared OMol25 structures with the same formula, charge and spin is 262.7 kJ/mol. For the HOMO-LUMO gap, the calculation gives 9.417 eV.

XYZ file:
```
24
Properties=species:S:1:pos:R:3:lowdin_charge:R:1
C -1.28 -1.47 1.84 -0.12
C -0.68 -0.62 -0.36 -0.53
C 0.75 0.08 -0.55 -0.55
C -2.80 0.36 1.50 -0.14
C -1.95 0.88 0.39 -0.12
C 3.34 -0.30 -2.38 -0.01
C 3.04 -0.38 -0.85 -0.09
N -0.68 -1.48 0.67 0.07
N -2.21 -0.65 2.36 0.05
N -1.74 2.10 0.12 0.23
O 0.82 1.30 -0.59 0.09
O 1.60 -0.79 -0.69 0.08
Cl -1.69 -0.88 -1.84 0.69
H -1.05 -2.18 2.57 0.13
H -3.34 1.21 2.15 0.18
H -3.65 -0.09 0.87 0.16
H 2.92 -1.26 -2.70 0.09
H 2.81 0.48 -2.84 0.06
H 4.42 -0.14 -2.50 0.09
H 3.21 0.51 -0.27 0.12
H 3.55 -1.10 -0.30 0.10
H -2.38 -0.68 3.37 0.17
H -0.86 2.12 -0.40 0.11
H -2.14 2.97 0.43 0.15
```